Computed, not measured: 8 unconnected molecules or ions with the total composition C48H53NO4P at a distorted geometry, with ωB97M-V with the def2-TZVPD basis set.

Computed properties:
Net charge   -1
Frontier orbital gap   6.2 eV
HOMO energy   -4.144 eV
Energy   -69606.477 eV

Last column: Löwdin charge in e.
CARTESIAN COORDINATES (ANGSTROEM)
P -1.28842 2.08709 -5.28149  0.377
O -0.99594 0.96836 -6.17883  -0.299
O -2.85835 2.27522 -5.10507  -0.118
O 0.67645 2.85753 -3.81999  -0.074
O -0.81702 3.41569 -6.04003  -0.139
N 2.70323 1.57125 -4.09822  0.116
C -2.24167 2.53617 -0.42384  -0.069
C 1.95380 4.91797 0.80485  -0.098
C 1.65022 0.11090 2.15835  -0.088
C 0.13094 1.60298 3.93226  -0.104
C 1.66747 2.13603 -3.96965  -0.467
C 0.21038 -8.97766 6.81753  -0.106
C -0.25235 6.28488 -3.08169  -0.080
C -0.34910 -6.82323 5.91288  -0.088
C -3.70185 -3.02259 4.50021  -0.104
C 1.61049 -2.52772 -4.94619  -0.092
C 1.28408 0.97004 4.37220  -0.107
C 2.04027 0.22059 3.48604  -0.100
C -0.76057 -2.15640 -4.96248  -0.084
C -0.61307 8.41416 -4.82047  -0.114
C -2.62157 0.78504 -2.15186  -0.087
C -0.47419 -7.77527 6.91423  -0.102
C -1.80575 -1.62418 4.02300  -0.096
C 3.19950 -5.05452 3.41609  -0.111
C 2.48186 6.16846 0.51100  -0.110
C 1.99642 3.90654 -0.14415  -0.082
C 0.10545 -4.34963 -4.49387  -0.124
C 3.05221 6.40594 -0.73135  -0.105
C 1.14425 -8.27452 4.71821  -0.091
C -1.45937 2.97787 -2.74382  -0.219
C 1.30650 -3.51383 2.09470  -0.088
C -0.30032 7.15599 -5.31610  -0.091
C 1.40539 -3.45819 3.47766  -0.097
C 2.57708 4.14310 -1.38181  -0.080
C -3.43001 -2.07095 2.31086  -0.084
C 0.49968 0.74855 1.71499  -0.107
C 2.15919 -4.33196 1.37118  -0.084
C -0.65561 2.11168 -3.66918  -0.257
C -4.15268 -2.85400 3.19941  -0.099
C 0.46190 -7.07142 4.81587  -0.089
C -0.56319 7.54139 -2.58334  -0.095
C 1.39931 -3.86619 -4.64190  -0.119
C 1.01813 -9.22799 5.71794  -0.103
C -2.25879 -1.45284 2.72375  -0.080
C 3.10569 -5.10341 2.03321  -0.097
C -2.50856 2.25777 -1.88813  -0.404
C -0.26261 1.49067 2.60744  -0.105
C -2.52667 -2.40968 4.91094  -0.099
C 3.10638 5.38765 -1.67221  -0.089
C 2.35041 -4.22796 4.13778  -0.114
C -0.74352 8.60755 -3.45283  -0.115
C -0.97435 -3.49146 -4.65064  -0.110
C -0.11951 6.08877 -4.44789  -0.072
C 0.53048 -1.67520 -5.11111  -0.078
H 0.56323 -2.91516 1.58434  0.102
H -1.98373 -3.86608 -4.53389  0.091
H -1.10633 -7.58054 7.77032  0.097
H 0.56285 -6.32756 4.03882  0.091
H 0.11467 -9.71954 7.59915  0.096
H 2.42029 -4.19053 5.21717  0.103
H 3.76967 -5.74444 1.46836  0.098
H -2.17193 -2.54448 5.92454  0.097
H 0.73875 -2.81657 4.03809  0.082
H -0.11135 5.45017 -2.40728  0.087
H 2.08685 -4.36410 0.29662  0.103
H -1.69582 -0.84620 2.03356  0.083
H 2.43751 6.96105 1.24673  0.092
H -0.64712 3.13845 -6.93514  0.065
H 2.93443 -0.28322 3.82775  0.101
H -0.19836 7.00471 -6.38245  0.097
H -1.59172 -1.47747 -5.09554  0.092
H 1.57727 2.93350 0.07851  0.087
H -2.96130 0.58710 -3.13889  0.058
H -0.89004 -1.14192 4.33862  0.086
H -1.91994 3.80438 -3.24442  0.092
H -5.06637 -3.33514 2.87713  0.098
H -3.30997 0.36379 -1.45965  0.059
H -2.87773 3.30601 -0.05710  0.070
H 1.50133 4.73406 1.77069  0.094
H -2.42696 1.67335 0.17017  0.049
H 1.58785 1.05459 5.40765  0.097
H -0.46454 2.18368 4.62413  0.100
H -0.06256 -5.39302 -4.25572  0.088
H -0.88342 -5.88530 5.98550  0.098
H 3.44685 7.38533 -0.96849  0.095
H 3.93074 -5.66249 3.93256  0.100
H 2.61543 -2.14401 -5.05913  0.098
H -0.75743 9.24418 -5.50032  0.091
H 3.53774 5.56997 -2.64709  0.105
H 2.24464 -4.53368 -4.52195  0.089
H 0.68215 -0.63433 -5.35283  0.078
H -1.16310 1.98566 2.26906  0.095
H -1.22391 2.81206 -0.26029  0.053
H 2.24323 -0.47682 1.47102  0.106
H -4.26600 -3.63229 5.19372  0.096
H -0.98602 9.58876 -3.06525  0.091
H -1.68135 0.31727 -1.99725  0.066
H 0.11704 5.10397 -4.83006  0.077
H -3.44767 2.70563 -2.09824  0.114
H 1.77595 -8.46632 3.86138  0.101
H 0.18998 0.66059 0.68035  0.106
H -3.23909 2.24306 -5.97597  0.069
H -3.77736 -1.94256 1.29465  0.102
H -0.75564 3.41952 -2.08325  0.071
H 2.60886 3.36606 -2.12894  0.073
H -0.66208 7.68899 -1.51603  0.097
H 1.54944 -10.16710 5.64019  0.097

Atoms 1-3, force components in eV/Å:
P 0.746 -0.456 0.862
O 0.231 -1.077 -0.996
O -0.704 0.301 0.806